Entry 1:
The following is a DFT calculation (ωB97M-V/def2-TZVPD) of a gas-phase ion, C10H10N3 (charge +1).

## Properties
total energy = -14988.87621 eV
structure (SMILES) = Cc1cccc([N+]2=NC=C=N2)c1C
energy relative to the best compared isomer or geometry (same formula, charge and spin) = 4.9823 eV
charge = +1
E_HOMO (spin up / spin down) = -13.9 / -14.0 eV

Each line ends with the Löwdin charge.
CARTESIAN COORDINATES (ANGSTROEM)
C (1.127, 1.272, -3.464)  0.0484
C (-1.505, -1.947, -0.127)  0.0288
C (-1.381, -1.496, 1.256)  0.1058
C (-0.640, -1.313, -1.011)  0.0352
C (-0.612, -0.338, 1.592)  -0.1564
C (0.104, 0.347, 0.622)  -0.1155
C (0.118, -0.188, -0.670)  -0.1331
C (1.967, 0.170, -3.533)  -0.0759
C (-0.793, 0.144, 2.999)  -0.0030
C (0.598, 1.750, 0.775)  0.0034
N (1.782, -0.449, -2.364)  0.1333
N (0.282, 1.292, -2.478)  0.1662
N (0.900, 0.260, -1.692)  -0.1537
H (-2.161, -2.853, -0.414)  0.1593
H (-2.067, -1.885, 1.993)  0.1300
H (-0.457, -1.800, -1.977)  0.1416
H (2.740, -0.074, -4.241)  0.1142
H (-0.643, 1.129, 2.973)  0.0159
H (-1.702, -0.204, 3.540)  0.1138
H (-0.012, -0.270, 3.739)  0.1474
H (1.741, 1.948, 0.778)  0.1430
H (0.300, 2.382, -0.045)  0.0812
H (0.312, 2.125, 1.746)  0.0704

=====

Entry 2:
The following is a DFT calculation (ωB97M-V/def2-TZVPD) of a gas-phase ion, C6H8N (charge +1).

## Properties
total energy = -7828.47121 eV
structure (SMILES) = CCC1=C=C1C=[NH2+]
energy relative to the best compared isomer or geometry (same formula, charge and spin) = 7.2171 eV
charge = +1
E_HOMO = -13.9 eV

Each line ends with the Löwdin charge.
CARTESIAN COORDINATES (ANGSTROEM)
C (-1.599, -2.002, 0.270)  0.3112
C (-0.066, -1.105, -0.052)  -0.0138
C (-2.239, 0.476, -0.005)  -0.0359
C (-1.352, -0.611, -0.050)  -0.3263
C (2.190, 0.277, -0.085)  -0.0407
C (1.338, -1.033, 0.069)  -0.1833
N (-3.528, 0.420, -0.086)  0.2461
H (-1.758, 1.544, 0.208)  0.2006
H (2.098, 0.583, -1.072)  0.0540
H (3.278, 0.129, 0.149)  0.1170
H (1.682, 0.948, 0.472)  0.0327
H (1.262, -1.081, 1.258)  0.2076
H (1.819, -1.888, -0.361)  0.1220
H (-3.860, -0.501, -0.323)  0.1489
H (-4.087, 1.260, -0.038)  0.1599